#one
{
  "formula": "CH2ClNO2",
  "method": "ωB97M-V/def2-TZVPD",
  "elements": ["C", "N", "O", "O", "Cl", "H", "H"],
  "xyz": [[-1.6181, -0.2674, 0.0559], [2.2164, 0.2124, 0.2929], [3.2841, -0.2894, 0.1181], [1.3754, 0.6365, -0.4480], [-2.7981, 0.8973, 0.0578], [-1.8365, -1.2110, -0.4069], [-0.6233, 0.0216, 0.3302]],
  "nbo_charge": [-0.418, 0.519, -0.246, -0.268, 0.044, 0.184, 0.186],
  "homo_ha": [-0.405, -0.302],
  "lumo_ha": [-0.0093, -0.0777],
  "homo_lumo_gap_ha": [0.3953, 0.2243]
}

---

#two
{
  "formula": "CH2ClNO2",
  "method": "ωB97M-V/def2-TZVPD",
  "elements": ["C", "N", "O", "O", "Cl", "H", "H"],
  "xyz": [[1.0864, -0.0686, -0.0227], [-1.2615, 0.3302, 0.0471], [-1.6049, 1.4589, 0.1578], [-1.7866, -0.7181, -0.0924], [0.7882, -1.7296, -0.0972], [1.3961, 0.4118, -0.9299], [1.3823, 0.3154, 0.9373]],
  "nbo_charge": [-0.383, 0.519, -0.322, -0.303, 0.078, 0.205, 0.205],
  "homo_ha": [-0.351, -0.328],
  "lumo_ha": [-0.0164, -0.0316],
  "homo_lumo_gap_ha": [0.3341, 0.2963]
}

---

Pick #two: it beats the second-best structure by 9.2 kcal/mol.

---

#one
{
  "formula": "C2H3N2O2",
  "method": "ωB97M-V/def2-TZVPD",
  "elements": ["C", "C", "N", "N", "O", "O", "H", "H", "H"],
  "xyz": [[0.6150, -1.0586, 0.4932], [0.4257, 0.4800, 0.4993], [-0.4054, 1.2169, -1.8022], [-0.4974, -0.2280, 1.0378], [-1.5200, -0.2594, 1.8109], [-0.5620, 2.2934, -2.3920], [0.4085, -1.7354, -0.2585], [1.3577, -1.6030, 1.2300], [0.1779, 0.8940, -0.6185]],
  "nbo_charge": [-0.349, -0.152, -0.210, 0.122, -0.536, -0.437, 0.166, 0.135, 0.261],
  "homo_ha": [-0.089, -0.165],
  "total_charge": -1,
  "multiplicity": 3,
  "lumo_ha": [0.1605, 0.1541],
  "homo_lumo_gap_ha": [0.2494, 0.3192],
  "s2": 2.0172
}

---

#two
{
  "formula": "C2H3N2O2",
  "method": "ωB97M-V/def2-TZVPD",
  "elements": ["C", "C", "N", "N", "O", "O", "H", "H", "H"],
  "xyz": [[1.6737, -0.1210, -0.0561], [-1.0137, 0.3023, -0.1549], [-1.4177, -1.0131, 0.0040], [0.4132, 0.2957, 0.1578], [2.2954, -1.1136, -0.0690], [1.9707, 1.1600, -0.2021], [-1.2571, 0.5905, -1.1145], [-1.4337, 1.1813, 0.4252], [-1.2308, -1.2820, 1.0095]],
  "nbo_charge": [0.780, -0.114, -0.920, -0.146, -0.633, -0.566, 0.183, 0.136, 0.281],
  "homo_ha": [-0.103, -0.094],
  "total_charge": -1,
  "multiplicity": 3,
  "lumo_ha": [0.1594, 0.0957],
  "homo_lumo_gap_ha": [0.2619, 0.1893],
  "s2": 2.0256
}

---

Pick #two: it beats the second-best structure by 49.9 kcal/mol.

---

#one
{
  "formula": "C8H12N3",
  "method": "ωB97M-V/def2-TZVPD",
  "elements": ["C", "C", "C", "C", "C", "C", "C", "C", "N", "N", "N", "H", "H", "H", "H", "H", "H", "H", "H", "H", "H", "H", "H"],
  "xyz": [[-1.1493, 0.5526, -2.0415], [-0.5375, -0.5187, -1.4236], [-1.3348, 1.8221, -1.4677], [0.7098, -0.9835, 0.7578], [-0.9035, 2.1424, -0.2249], [-0.1152, -0.3067, -0.0917], [1.0606, -0.1436, 1.9252], [0.3397, 1.1876, 1.6901], [-0.2986, 1.1376, 0.5307], [0.4217, 2.2323, 2.5611], [0.4859, -3.4738, -1.6734], [-1.6888, 0.3616, -2.9363], [-0.4207, -1.5727, -1.6750], [-1.7497, 2.6444, -2.1053], [0.9589, -2.0130, 0.9649], [-0.7811, 3.1824, 0.1177], [0.8925, -0.4998, 2.8524], [2.0951, 0.0436, 1.8473], [0.8725, 2.3841, 3.4806], [-0.1493, 3.0733, 2.3138], [0.0400, -3.3513, -2.6275], [-0.1556, -3.9711, -1.0242], [1.4075, -3.9299, -1.7506]],
  "nbo_charge": [-0.199, -0.195, -0.198, -0.187, -0.032, 0.164, -0.491, 0.561, -0.351, -0.764, -1.128, 0.235, 0.286, 0.254, 0.263, 0.227, 0.259, 0.277, 0.456, 0.413, 0.379, 0.380, 0.390],
  "homo_ha": -0.425,
  "total_charge": 1,
  "lumo_ha": -0.1538,
  "homo_lumo_gap_ha": 0.2708
}

---

#two
{
  "formula": "C8H12N3",
  "method": "ωB97M-V/def2-TZVPD",
  "elements": ["C", "C", "C", "C", "C", "C", "C", "C", "N", "N", "N", "H", "H", "H", "H", "H", "H", "H", "H", "H", "H", "H", "H"],
  "xyz": [[1.9296, -1.5496, -2.5506], [2.2239, -0.3311, -1.8912], [0.8476, -2.0724, -1.9312], [1.2200, -0.0391, -0.9959], [0.8632, 1.1232, -0.4115], [-0.5582, -1.4855, -0.1107], [-0.9298, 1.0521, 1.1325], [-0.5456, 0.3961, 2.5156], [-0.2455, 1.5552, 0.1779], [0.4160, -1.3127, -0.9675], [-2.2226, 1.7989, 1.1550], [2.5108, -2.0019, -3.3464], [2.9730, 0.3317, -2.0695], [0.4403, -2.9735, -2.1945], [1.4459, 2.0623, -0.8713], [-0.5090, -0.7279, 0.6994], [-1.0179, -2.5257, -0.0923], [-1.2586, -0.4618, 2.7381], [-0.4547, 1.2144, 3.1048], [0.4202, -0.0495, 2.4431], [-3.0303, 1.2123, 0.9560], [-2.1522, 2.6131, 0.4111], [-2.3660, 2.1714, 2.0989]],
  "nbo_charge": [-0.199, -0.229, -0.057, 0.062, -0.017, -0.190, 0.304, -0.675, -0.441, -0.278, -0.718, 0.248, 0.228, 0.223, 0.234, 0.188, 0.221, 0.253, 0.236, 0.261, 0.442, 0.477, 0.428],
  "homo_ha": [-0.380, -0.371],
  "total_charge": 1,
  "lumo_ha": [-0.1487, -0.1346],
  "homo_lumo_gap_ha": [0.2316, 0.2360]
}

---

Pick #one: it beats the second-best structure by 86.2 kcal/mol.

---

#one
{
  "formula": "C14H20O7S",
  "method": "ωB97M-V/def2-TZVPD",
  "elements": ["C", "C", "O", "C", "C", "C", "C", "O", "C", "C", "O", "O", "C", "C", "O", "H", "H", "H", "H", "H", "H", "H", "H", "H", "H", "H", "H", "C", "C", "C", "S", "O", "O", "C", "H", "H", "H", "H", "H", "H", "H", "H"],
  "xyz": [[3.3730, -2.4962, -1.1093], [2.4094, -2.3751, -2.2768], [2.2192, -1.0435, -2.7309], [1.6820, -0.1498, -1.7766], [0.3345, -0.5993, -1.2904], [0.0689, -0.9971, -0.0498], [-1.3251, -1.3874, 0.2926], [-1.8273, -1.1710, 1.3742], [-2.1147, -2.0177, -0.8134], [-3.1542, -3.0277, -0.4182], [-3.6306, -3.8080, -1.4886], [-4.5875, -3.0572, -2.2541], [-1.8604, -1.6222, -2.0567], [-0.8041, -0.5921, -2.2728], [-0.8876, 0.2415, -3.1446], [4.3129, -1.9979, -1.3490], [3.5745, -3.5502, -0.9148], [2.9771, -2.0572, -0.1929], [1.4460, -2.8413, -2.0338], [2.8141, -2.9038, -3.1391], [2.3516, 0.0029, -0.9249], [1.5741, 0.8004, -2.2992], [0.8110, -1.0204, 0.7377], [-2.7218, -3.7438, 0.2836], [-3.9872, -2.5446, 0.1106], [-5.0769, -2.5533, -1.5849], [-2.4070, -1.9937, -2.9136], [-0.1491, 4.0961, 3.1542], [-0.8278, 3.7322, 1.8260], [0.2473, 3.1316, 0.9138], [1.4614, 2.3789, 2.0097], [2.7171, 3.0697, 1.8669], [1.4081, 0.9439, 1.8775], [0.6862, 2.8810, 3.5428], [-0.8767, 4.3378, 3.9274], [0.4994, 4.9643, 3.0198], [-1.6116, 2.9944, 2.0067], [-1.2922, 4.5990, 1.3586], [-0.1311, 2.3570, 0.2504], [0.7736, 3.8895, 0.3367], [1.4682, 3.0801, 4.2716], [0.0630, 2.0504, 3.8737]],
  "nbo_charge": [-0.645, -0.066, -0.520, -0.109, -0.065, -0.243, 0.518, -0.515, -0.096, -0.116, -0.258, -0.435, -0.231, 0.505, -0.493, 0.217, 0.218, 0.204, 0.159, 0.193, 0.189, 0.219, 0.256, 0.223, 0.190, 0.446, 0.253, -0.407, -0.403, -0.675, 2.172, -0.940, -0.960, -0.672, 0.227, 0.217, 0.214, 0.227, 0.253, 0.249, 0.257, 0.244],
  "homo_ha": -0.355,
  "smiles": "CCOCC1=CC(=O)C(COO)=CC1=O.O=S1(=O)CCCC1",
  "lumo_ha": -0.0342,
  "homo_lumo_gap_ha": 0.3212
}

---

#two
{
  "formula": "C14H20O7S",
  "method": "ωB97M-V/def2-TZVPD",
  "elements": ["O", "C", "C", "C", "S", "C", "O", "C", "C", "C", "C", "O", "O", "C", "C", "C", "H", "H", "H", "H", "H", "H", "H", "H", "C", "O", "H", "H", "H", "H", "C", "O", "H", "H", "H", "H", "C", "O", "H", "H", "H", "H"],
  "xyz": [[2.1415, -1.6831, 1.7929], [2.1010, -0.8819, 0.7109], [3.4172, -0.4127, -0.1594], [3.3570, 0.0906, -1.5794], [4.9219, 0.6466, -2.4478], [1.8550, 0.1658, -2.3107], [1.7540, 0.1828, -3.6630], [0.5301, 0.2593, -1.3373], [-0.9137, 0.9145, -1.8566], [-2.1175, 0.9662, -0.7400], [-3.5544, 1.6639, -1.2181], [-3.5103, 3.0481, -0.6401], [-2.4880, 3.7008, -1.1218], [-2.0274, 0.4313, 0.8081], [-0.6029, -0.2177, 1.3029], [0.6410, -0.2790, 0.2349], [4.4947, -0.4417, 0.3368], [5.8320, -0.4063, -2.6387], [-1.0925, 1.3359, -2.9403], [-3.6626, 1.7232, -2.3910], [-4.4602, 1.1122, -0.7162], [-1.7227, 3.7325, -0.4463], [-2.9545, 0.5286, 1.5179], [-0.4906, -0.6057, 2.4020], [4.7716, -4.4070, 1.8563], [4.6558, -3.2307, 1.0770], [5.5071, -5.0690, 1.3931], [5.1030, -4.1462, 2.8644], [3.8044, -4.9138, 1.8988], [3.9969, -2.6632, 1.5121], [-6.3373, -0.8329, -2.5794], [-5.2601, -0.5812, -1.6957], [-6.0611, -0.4958, -3.5812], [-6.5476, -1.9050, -2.6030], [-7.2210, -0.2846, -2.2436], [-5.5342, -0.8903, -0.8155], [1.3899, 1.9627, 3.4171], [0.6445, 2.9519, 2.7314], [1.1195, 0.9791, 3.0258], [2.4574, 2.1345, 3.2590], [1.1574, 2.0042, 4.4841], [0.9055, 3.8131, 3.0998]],
  "nbo_charge": [-0.573, 0.518, -0.245, -0.183, 0.000, 0.492, -0.507, -0.092, -0.173, -0.019, -0.138, -0.275, -0.440, -0.214, -0.171, -0.118, 0.270, 0.174, 0.272, 0.208, 0.238, 0.458, 0.250, 0.259, -0.243, -0.746, 0.178, 0.159, 0.163, 0.483, -0.246, -0.729, 0.187, 0.168, 0.165, 0.465, -0.244, -0.724, 0.182, 0.163, 0.162, 0.464],
  "homo_ha": -0.336,
  "smiles": "O=C1C=C(S)C(=O)c2cc(COO)ccc21.CO.CO.CO",
  "lumo_ha": -0.0761,
  "homo_lumo_gap_ha": 0.2595
}

---

Pick #one: it beats the second-best structure by 285.0 kcal/mol.